The following is a DFT calculation (ωB97M-V with the def2-TZVPD basis set) of a single C2H4Cl2 molecule.

Cartesian coordinates (Å):
Cl: 0.422 0.737 -1.881
H: -0.661 -0.641 1.320
H: -1.317 -0.759 -0.410
H: 0.253 -1.355 0.145
C: -0.505 -0.688 0.252
Cl: 1.785 0.528 0.598
C: 0.227 0.651 -0.091
H: -0.204 1.528 0.068

Its frontier orbital gap is 11.81 eV. As for the structure (SMILES): CC(Cl)Cl. For the highest occupied orbital energy, the calculation gives -10.83 eV. The calculation puts the LUMO energy at 0.9785 eV. For the electronic energy, the calculation gives -998.96486 a.u.